# 1
Molecular formula: C61H69N11
Method: DFT, ωB97M-V/def2-TZVPD

```
141
Properties=species:S:1:pos:R:3:forces:R:3
N 15.619 12.843 8.300 -0.46 -0.43 -0.64
N 12.867 13.278 13.363 -0.58 0.95 0.33
N 10.363 18.285 12.133 0.32 0.39 0.10
N 16.315 10.143 10.654 1.30 -0.46 -1.41
N 13.871 20.230 8.558 1.57 0.22 -0.90
N 7.467 14.754 10.392 -0.23 -1.09 0.64
N 17.730 14.366 15.314 -2.11 0.33 1.11
N 18.991 17.525 10.888 0.37 0.61 -0.98
N 12.469 16.006 7.878 0.38 1.48 0.06
N 14.826 16.253 15.739 -0.72 1.01 0.18
N 9.368 12.692 16.408 1.25 -1.44 0.45
C 6.729 13.489 12.806 0.00 0.78 -0.38
C 11.590 13.220 17.160 -0.70 -0.56 0.65
C 6.180 14.613 10.769 1.66 0.92 -0.15
C 9.689 16.408 7.508 2.02 -1.27 0.13
C 8.076 13.634 12.431 -0.87 -0.84 0.73
C 9.572 18.355 13.225 0.98 0.41 -0.16
C 12.333 9.918 9.020 0.85 0.53 1.14
C 17.046 15.114 8.931 -0.31 1.06 -0.77
C 7.657 18.153 11.789 -1.38 0.35 2.15
C 16.557 13.688 15.218 1.35 -1.16 -1.14
C 13.710 13.856 12.505 0.10 -0.18 -0.35
C 15.094 14.047 8.033 2.23 1.16 1.33
C 11.577 15.205 8.410 -0.35 -0.62 0.66
C 16.426 12.532 14.406 0.79 1.78 0.88
C 15.598 17.183 16.294 -0.68 0.39 0.57
C 18.660 19.780 11.536 -1.34 0.88 0.02
C 8.383 14.200 11.221 -1.89 0.64 -0.77
C 18.789 13.955 14.661 -0.30 -0.77 -0.12
C 13.616 8.225 7.627 2.18 0.98 0.32
C 15.334 8.051 11.213 1.48 -0.62 -0.93
C 18.726 12.856 13.816 0.68 0.15 -0.13
C 14.497 8.649 12.081 -0.23 1.87 0.79
C 14.486 18.913 15.181 -1.59 1.77 -0.61
C 12.083 11.435 9.429 0.61 -1.67 0.82
C 13.443 14.898 11.640 1.55 1.28 -0.33
C 9.982 10.740 10.823 0.06 -0.01 -3.65
C 15.740 15.267 8.438 0.61 -1.29 -0.67
C 12.700 19.841 10.601 0.03 -0.52 0.27
C 8.210 18.353 13.092 -0.77 -0.91 -0.39
C 17.983 17.245 11.661 -0.27 -3.29 1.06
C 11.353 15.051 12.711 -0.22 -1.80 1.62
C 10.634 12.319 16.753 -1.01 0.30 -1.43
C 13.593 17.997 14.627 -0.86 1.11 -0.47
C 14.782 18.773 10.225 1.09 -1.23 -0.16
C 12.234 15.552 11.793 0.10 -0.45 -0.45
C 17.537 12.157 13.681 0.29 -0.43 -1.00
C 11.968 17.057 7.235 0.97 1.19 -1.37
C 14.633 10.049 12.255 -2.32 -0.69 0.76
C 15.382 18.572 16.137 1.41 -1.21 -0.04
C 11.390 11.406 10.807 -1.13 -0.68 -0.41
C 13.278 9.724 7.835 -2.09 -0.79 -1.32
C 17.264 18.106 12.461 -0.61 -0.18 0.11
C 16.277 8.825 10.560 0.96 -0.14 -1.75
C 14.862 19.489 9.033 1.17 -1.61 -0.74
C 13.768 16.709 15.017 1.22 -1.36 -0.45
C 8.454 18.005 10.710 0.80 0.24 -0.66
C 9.950 14.934 17.061 -1.26 0.00 -0.64
C 11.233 14.540 17.350 0.06 0.87 0.09
C 12.875 20.422 9.362 -2.14 0.84 0.62
C 17.569 13.845 9.146 -0.62 -0.62 0.24
C 16.831 12.692 8.858 -1.17 2.23 0.41
C 5.787 14.055 11.960 -1.34 -0.89 0.55
C 10.222 15.260 8.182 -2.04 1.12 -0.45
C 13.634 18.903 11.000 0.91 0.85 -0.52
C 15.464 10.744 11.437 0.18 2.67 0.87
C 19.241 18.828 10.755 1.66 -0.32 -0.52
C 9.058 13.935 16.598 -1.06 1.90 -0.01
C 17.638 19.427 12.422 0.07 1.31 1.29
C 10.642 17.335 7.031 -2.19 -1.40 0.58
C 9.823 18.164 10.922 0.14 -0.30 0.43
C 11.682 13.897 13.507 1.63 1.37 -2.87
H 10.379 15.469 12.819 -0.53 0.40 0.15
H 13.172 15.937 14.591 -0.67 -0.58 -0.08
H 17.817 16.133 11.796 -0.19 1.28 -0.29
H 10.087 18.518 14.219 -0.66 -0.43 -1.25
H 15.499 11.903 11.480 -0.03 -2.15 -0.20
H 10.028 9.666 10.427 -0.20 1.42 0.91
H 10.268 18.142 6.423 0.40 0.41 0.09
H 6.564 18.161 11.666 0.52 -0.23 0.17
H 19.631 12.592 13.274 -0.27 -0.19 -0.06
H 9.299 11.309 10.069 0.96 -0.93 1.18
H 9.557 15.969 17.096 0.59 -0.70 0.25
H 8.878 13.233 13.017 0.21 -0.26 0.35
H 13.946 10.618 12.903 0.38 -0.45 -0.21
H 16.022 19.305 16.634 -0.24 -0.29 -0.16
H 16.436 17.639 13.000 0.31 0.63 0.30
H 11.812 20.069 11.174 0.11 -0.12 0.07
H 12.743 18.337 13.946 1.33 -0.67 0.98
H 17.484 11.374 12.914 0.03 0.10 0.58
H 7.619 18.313 14.009 -0.19 0.41 -0.49
H 9.580 14.433 8.541 0.30 0.82 -0.13
H 14.270 15.326 10.964 -1.44 -0.96 0.96
H 16.341 16.820 16.985 0.39 -0.09 -0.09
H 12.536 12.876 17.486 0.93 -0.27 -0.08
H 11.388 11.932 8.742 0.50 0.13 -0.21
H 8.055 17.802 9.723 0.08 0.13 0.07
H 14.044 8.068 6.633 0.14 0.08 0.06
H 15.479 12.049 14.347 -0.51 -0.41 -0.11
H 13.749 8.076 12.574 -0.46 -0.17 0.57
H 8.650 16.532 7.266 -0.30 -0.13 0.17
H 12.614 17.800 6.733 0.40 -0.76 0.58
H 15.741 19.263 8.364 -0.99 0.65 0.66
H 15.619 18.021 10.467 -1.51 1.41 -0.27
H 11.377 9.326 8.878 1.08 0.80 0.08
H 15.362 16.288 8.259 -0.16 -0.88 -0.02
H 9.514 10.813 11.767 -0.42 -0.17 1.10
H 11.961 10.825 11.537 0.37 0.65 0.02
H 12.731 7.657 7.636 -1.18 -0.86 0.33
H 14.371 7.816 8.366 -0.99 0.48 -0.62
H 7.999 14.184 16.352 0.89 0.09 0.20
H 20.073 19.076 10.077 -0.56 0.03 0.19
H 10.832 11.291 16.490 0.36 -0.17 0.43
H 12.061 21.062 9.024 0.18 0.09 -0.23
H 12.597 9.965 6.962 1.14 0.17 0.41
H 11.960 16.372 11.161 -0.07 0.44 -0.12
H 11.928 14.521 9.162 0.39 -0.77 -0.22
H 9.356 14.146 10.831 1.39 0.29 -0.20
H 14.219 14.093 7.443 -1.06 -0.13 -0.21
H 17.273 20.223 13.147 0.04 -1.20 -1.18
H 14.136 10.392 7.838 0.03 -0.02 0.11
H 19.699 14.496 14.871 0.22 0.07 -0.29
H 15.692 14.027 15.751 -0.03 0.48 0.31
H 11.203 12.431 11.084 0.38 0.48 0.73
H 6.305 13.006 13.685 0.85 0.00 0.06
H 15.374 7.004 11.011 -0.38 -0.62 0.06
H 14.324 19.954 14.901 0.26 -0.01 0.14
H 18.475 13.717 9.674 1.20 0.07 0.15
H 13.581 18.371 11.907 -0.39 -0.61 0.93
H 17.676 16.035 8.990 -0.50 -0.99 0.56
H 10.499 18.205 10.070 0.10 -0.21 0.13
H 13.101 11.962 9.548 -1.57 -0.62 -0.55
H 12.880 9.487 9.905 -0.72 0.15 -0.49
H 11.963 15.249 17.722 0.01 0.01 -0.08
H 11.007 13.397 14.119 -1.30 -0.41 1.20
H 5.498 15.053 10.088 -0.82 0.24 -0.47
H 17.096 11.708 9.215 0.21 -0.09 -0.34
H 18.818 20.828 11.344 0.52 0.15 0.20
H 14.687 13.450 12.482 0.88 -0.53 -0.02
H 16.987 8.373 9.781 -0.98 0.55 1.41
H 4.704 13.961 12.220 1.04 0.19 -0.38
```
Positions in Å, forces in eV/Å.

structure (SMILES) = c1ccncc1.c1ccncc1.c1ccncc1.c1ccncc1.c1ccncc1.c1ccncc1.c1ccncc1.c1ccncc1.c1ccncc1.c1ccncc1.c1ccncc1.CCCCCC
energy = -80763.002 eV
HOMO level = -0.319 Eh

Here are the Mulliken charges for atoms 1 to 6, given in e:
1 N -0.29
2 N 0.29
3 N 0.26
4 N -0.25
5 N -0.66
6 N -0.24


# 2
Molecular formula: C61H74F5N9O5P
Method: DFT, ωB97M-V/def2-TZVPD

```
155
Properties=species:S:1:pos:R:3:forces:R:3
P -3.889 -0.066 -1.809 0.89 -1.31 0.92
F -4.391 -0.109 -5.396 1.08 -1.10 -0.47
F -5.882 1.352 -5.194 -0.35 0.35 -0.13
F -6.133 -0.508 -4.203 -0.46 -0.93 0.53
F -3.468 1.704 -3.917 0.24 0.52 -0.54
F -5.320 2.076 -2.904 -0.62 0.12 0.30
O -1.222 5.660 -1.921 0.50 0.62 -2.01
O -0.359 4.497 -0.210 0.02 -0.18 -0.44
O -7.563 0.352 3.180 0.35 -0.22 -0.24
O -3.129 -1.040 -0.520 -0.06 0.20 0.30
O -2.279 0.433 -2.326 0.41 0.73 1.01
N -6.542 4.487 1.398 0.05 0.21 0.06
N 0.889 7.257 2.449 0.29 -0.01 -0.06
N 0.561 1.338 -5.405 0.13 0.16 0.05
N 7.207 -8.668 -4.814 0.26 -0.11 -0.04
N 10.600 -3.139 5.332 -0.08 0.18 -0.02
N 6.227 -6.733 1.285 0.04 -0.25 -0.39
N 5.038 -3.573 5.160 0.18 -0.18 -0.14
N 1.233 0.147 1.834 0.07 -0.07 0.13
N -9.607 4.396 -2.121 -0.27 0.22 0.05
C -1.229 -0.118 -1.611 0.32 -0.34 0.07
C 1.865 1.495 -5.625 -0.12 -0.10 -0.03
C -6.515 6.601 0.264 0.02 0.01 0.07
C 0.635 3.289 -4.007 0.01 -0.03 -0.01
C -10.023 4.361 -3.386 0.24 -0.13 0.01
C 9.377 -9.419 -6.394 0.08 -0.02 -0.07
C 3.434 6.691 1.469 0.07 -0.02 -0.03
C 8.330 -8.693 -6.935 0.02 -0.02 0.03
C -5.213 0.377 -4.508 -0.72 2.20 -0.22
C -5.851 5.052 2.387 -0.04 -0.18 -0.01
C -6.690 0.698 2.095 -0.25 0.74 -0.13
C 1.934 8.034 2.737 -0.17 0.00 0.02
C 3.219 7.799 2.274 0.00 -0.02 -0.01
C -5.620 -0.612 -1.260 0.07 -0.57 -0.68
C -4.504 1.072 -3.314 0.32 -1.04 0.30
C -1.769 -0.845 -0.343 0.46 -1.29 -0.54
C -3.170 2.606 -0.722 -0.25 0.62 1.16
C -0.642 3.088 -0.419 -0.83 -0.90 1.19
C 2.657 -1.575 3.497 0.11 -0.14 0.10
C -5.800 7.170 1.305 0.02 0.09 -0.02
C 0.619 -0.597 2.755 -0.12 0.14 -0.12
C -6.862 5.261 0.361 -0.12 -0.26 -0.10
C -1.071 -2.219 -0.203 -0.07 0.44 0.41
C -6.888 0.349 4.410 -0.62 -0.15 0.21
C -5.886 -0.892 0.226 -1.49 0.28 0.23
C 6.832 -8.570 -0.134 -0.03 0.08 0.01
C 5.894 -6.594 -1.088 0.01 0.00 0.03
C -7.060 -0.018 0.784 0.44 0.15 0.55
C -4.061 1.359 -0.512 0.87 0.97 -1.08
C 9.329 -9.764 -5.054 0.00 -0.01 0.01
C 6.408 -7.869 -1.252 0.03 -0.14 -0.15
C -3.536 -1.630 -2.926 -0.89 0.46 -1.02
C 11.213 -1.956 5.358 0.06 -0.15 0.02
C -1.276 5.298 -0.806 -0.83 -0.41 1.38
C 2.364 5.870 1.160 0.07 0.03 0.00
C 5.533 -4.266 6.185 -0.14 0.15 0.05
C 1.991 3.430 -4.249 0.03 0.07 0.05
C 9.285 -3.136 5.103 0.27 -0.09 0.05
C 2.625 2.515 -5.075 0.01 0.00 0.00
C 9.200 -0.765 4.927 -0.04 0.08 -0.01
C 3.312 -0.810 2.545 -0.09 -0.01 0.01
C 6.501 -5.250 6.056 -0.07 -0.03 -0.06
C 1.116 6.195 1.671 -0.12 0.30 0.35
C -1.972 2.692 0.274 -0.04 0.69 -0.79
C 8.542 -1.983 4.893 0.00 0.02 0.00
C 2.556 0.032 1.744 -0.07 0.10 -0.11
C 7.275 -8.344 -6.105 -0.20 0.08 0.10
C 5.827 -6.075 0.195 -0.01 0.05 0.19
C 1.280 -1.468 3.608 0.05 0.06 -0.09
C 6.718 -7.960 1.105 -0.02 0.07 0.14
C -0.034 2.226 -4.605 -0.15 -0.15 -0.08
C -11.220 4.910 -3.822 -0.02 0.01 0.04
C -11.625 5.574 -1.569 0.01 0.00 -0.01
C -10.408 4.998 -1.238 0.21 -0.11 -0.01
C 6.481 -4.830 3.707 0.03 0.23 0.10
C -12.036 5.528 -2.890 -0.09 0.05 -0.03
C 5.517 -3.863 3.946 -0.14 0.09 0.21
C 8.227 -9.368 -4.313 -0.19 0.09 0.03
C 6.982 -5.533 4.788 -0.13 -0.22 0.00
C 10.565 -0.747 5.165 -0.03 -0.02 -0.01
C -5.458 6.382 2.392 0.00 0.01 -0.02
H 4.029 8.466 2.538 -0.02 0.01 0.01
H 7.240 -9.569 -0.220 -0.01 0.00 0.03
H -7.425 4.770 -0.428 0.04 0.07 -0.06
H -2.813 2.777 -1.738 -0.11 -0.39 -0.04
H -4.440 -2.068 -3.377 0.13 0.01 0.11
H 5.126 -4.012 7.158 0.05 -0.04 0.02
H -6.743 1.789 1.913 0.00 -0.28 0.30
H -2.142 5.594 -0.186 0.30 -0.11 0.36
H 1.719 8.887 3.372 0.07 0.02 -0.01
H -5.982 -0.269 4.384 0.08 0.16 -0.08
H 5.551 -6.016 -1.935 -0.01 0.00 0.02
H 4.425 6.472 1.089 -0.01 0.00 0.01
H -1.096 2.071 -4.441 0.03 0.01 0.09
H 3.027 0.652 0.988 0.05 -0.03 0.01
H -2.172 3.505 0.980 -0.01 -0.21 0.21
H -1.863 1.795 0.882 0.14 -0.15 -0.28
H -0.709 -0.846 -2.261 -0.18 -0.20 0.19
H 7.033 -8.472 2.008 0.02 -0.05 -0.04
H 5.097 -3.284 3.129 0.02 -0.05 -0.05
H 3.683 2.591 -5.288 -0.01 -0.02 -0.02
H 6.435 -7.773 -6.486 0.03 -0.01 -0.06
H 4.387 -0.864 2.426 0.00 0.03 -0.01
H 7.478 -2.042 4.710 0.00 -0.04 0.02
H 3.213 -2.245 4.143 -0.02 0.04 0.04
H -4.899 6.788 3.225 0.01 -0.03 0.00
H 7.737 -6.297 4.644 -0.01 0.01 -0.01
H -6.654 1.365 4.755 0.17 -0.06 -0.04
H -11.503 4.853 -4.864 0.03 -0.02 0.00
H 10.127 -10.329 -4.592 -0.02 0.00 0.02
H 8.813 -4.109 5.089 0.04 0.17 -0.01
H -12.980 5.967 -3.189 0.01 -0.01 0.00
H -7.352 0.766 0.083 0.07 -0.19 -0.19
H 6.828 -5.024 2.706 -0.02 -0.03 0.00
H 8.655 0.158 4.769 0.00 -0.01 0.00
H 11.114 0.184 5.199 0.02 -0.02 0.00
H 8.147 -9.618 -3.260 0.08 -0.04 0.00
H 0.140 2.536 0.099 0.41 0.24 -0.38
H -6.238 -1.923 0.328 0.33 -0.09 -0.03
H -3.039 -2.418 -2.372 -0.05 0.08 0.23
H -1.246 -2.871 -1.058 -0.16 0.04 0.03
H -6.800 7.180 -0.604 0.00 -0.04 -0.02
H -0.459 -0.482 2.800 0.00 -0.05 0.03
H 0.730 -2.046 4.338 -0.02 0.01 -0.02
H -5.660 0.496 2.414 -0.02 -0.20 -0.22
H -7.953 -0.620 0.968 0.03 0.01 0.04
H -0.426 0.602 -1.378 -0.34 0.21 0.17
H 10.220 -9.710 -7.008 -0.01 0.00 0.01
H -5.603 4.396 3.215 0.03 0.05 0.02
H -12.233 6.047 -0.809 0.02 -0.01 0.02
H -5.510 8.213 1.268 0.01 -0.01 0.00
H 2.547 4.244 -3.799 -0.02 0.00 0.00
H -3.783 3.486 -0.475 -0.07 -0.04 -0.27
H -7.571 -0.111 5.129 0.06 0.12 0.08
H 2.488 4.995 0.536 -0.08 0.01 -0.01
H 12.282 -1.990 5.545 0.00 0.07 0.00
H 8.329 -8.403 -7.977 -0.03 0.02 0.01
H -10.043 5.016 -0.216 -0.05 0.01 0.02
H 2.318 0.757 -6.280 0.06 0.03 0.01
H -2.879 -1.337 -3.750 -0.05 -0.07 0.01
H 5.433 -5.079 0.372 -0.02 0.00 -0.07
H -6.321 0.149 -1.617 0.09 0.07 0.12
H 0.256 5.585 1.454 0.05 -0.10 0.02
H -1.564 -0.396 0.644 0.00 0.80 -0.38
H -1.472 -2.651 0.718 0.10 -0.38 -0.16
H 0.106 3.984 -3.369 -0.03 0.01 -0.04
H -5.887 -1.504 -1.835 0.08 0.00 0.08
H -5.091 1.708 -0.446 -0.06 -0.24 0.02
H 0.011 -2.095 -0.079 -0.04 0.06 0.01
H -3.754 0.928 0.436 -0.31 -0.13 0.11
H 6.868 -5.779 6.926 -0.02 0.03 0.01
H -0.714 2.840 -1.477 0.37 0.15 -0.02
H -9.354 3.864 -4.080 -0.03 0.01 -0.03
H -5.070 -0.778 0.933 0.43 -0.03 -0.55
H 6.477 -8.309 -2.240 -0.05 0.07 -0.02
```
Positions in Å, forces in eV/Å.

net charge = -1
energy = -110979.270 eV
HOMO level = -0.168 Eh

Here are the Mulliken charges for atoms 1 to 6, given in e:
1 P 2.86
2 F -0.25
3 F -0.34
4 F -0.25
5 F -0.21
6 F -0.37